{"formula": "C3H3LiNdO4", "method": "ωB97M-V/def2-TZVPD", "s2": 6.00, "multiplicity": 5, "lumo_ha": [-0.3187, -0.3149], "orbital_gap_ev": [7.7078, 7.8132], "total_charge": 2, "symbols": ["H", "C", "C", "O", "C", "O", "O", "O", "Nd", "H", "H", "Li"], "positions_angstrom": [[-3.163, -1.519, 0.819], [-3.648, -0.687, -0.267], [-2.232, -1.066, -0.125], [-1.477, -0.052, 0.319], [-0.093, -0.196, 0.497], [0.364, -1.313, 0.768], [0.537, 0.869, 0.427], [-3.980, 0.538, -0.256], [3.068, -0.263, 1.126], [-4.153, -1.410, -0.948], [-1.782, -1.713, -0.889], [-2.657, 1.859, -0.150]], "nbo_charge": [0.245, 0.233, 0.026, -0.571, 0.976, -0.774, -0.800, -0.733, 1.932, 0.224, 0.269, 0.972]}

=====

{"formula": "C3H3LuO3", "method": "ωB97M-V/def2-TZVPD", "lumo_ha": [-0.8192, -0.8193], "orbital_gap_ev": [3.9243, 3.1219], "total_charge": 4, "symbols": ["O", "Lu", "O", "C", "O", "C", "H", "C", "H", "H"], "positions_angstrom": [[2.488, -1.287, 1.506], [2.939, 1.803, 0.549], [3.198, -0.889, -0.498], [2.833, -1.510, 0.420], [-0.813, -0.300, 0.469], [-1.860, 0.227, 0.613], [-2.747, 1.173, 0.289], [-2.037, 0.285, -0.795], [-1.559, 1.126, -1.309], [-2.442, -0.628, -1.243]], "nbo_charge": [-0.435, 2.779, -0.611, 1.136, -0.310, 0.375, 0.512, -0.085, 0.287, 0.352]}

=====

{"formula": "C3H3N", "method": "ωB97M-V/def2-TZVPD", "lumo_ha": 0.0345, "orbital_gap_ev": 11.3251, "smiles": "C#C.C#N", "symbols": ["C", "C", "H", "H", "C", "N", "H"], "positions_angstrom": [[1.280, 0.696, -0.053], [2.395, 0.730, -0.510], [0.295, 0.929, 0.104], [3.191, 0.334, -1.101], [-2.437, -0.817, 0.492], [-1.347, -0.865, 0.897], [-3.378, -1.008, 0.172]], "nbo_charge": [-0.201, -0.256, 0.223, 0.232, 0.085, -0.299, 0.216]}

=====

{"formula": "C3H3N2", "method": "ωB97M-V/def2-TZVPD", "s2": 2.01, "multiplicity": 3, "lumo_ha": [-0.1731, -0.3681], "orbital_gap_ev": [11.5504, 7.2765], "total_charge": 1, "symbols": ["C", "C", "C", "N", "N", "H", "H", "H"], "positions_angstrom": [[0.399, 0.872, 0.407], [0.865, -0.544, 0.401], [-1.131, -0.315, -0.541], [-0.864, 0.870, -0.116], [0.012, -1.176, -0.310], [1.056, 1.814, 0.503], [1.758, -0.922, 0.702], [-2.095, -0.600, -1.045]], "nbo_charge": [0.140, 0.064, 0.273, -0.309, -0.009, 0.289, 0.266, 0.287]}